<a>
Formula: C5H11N
Source: the Open Molecules 2025 dataset
Level of theory: ωB97M-V/def2-TZVPD

Summary:
HOMO	-0.3328	Eh
E_LUMO	1.285	eV
M	85.15	g/mol
orbital gap	10.34	eV

Last column: natural (NBO) charge in e.
Element x y z (Å)
C1 1.72478 0.21360 1.32158  -0.623
C2 1.29057 0.79418 -0.02808  -0.219
N1 0.33321 -0.06924 -0.71057  -0.404
C3 -0.73131 0.61969 -1.42215  -0.258
C4 -1.00551 -0.09321 -0.15015  -0.089
C5 -1.70800 -1.42730 -0.11610  -0.611
H1 1.84088 1.00630 2.06595  0.210
H2 0.97386 -0.48630 1.70070  0.212
H3 2.67245 -0.32490 1.25471  0.212
H4 0.86840 1.80331 0.12318  0.159
H5 2.15598 0.91296 -0.69024  0.199
H6 -0.73151 1.71082 -1.39453  0.188
H7 -1.03912 0.18771 -2.37223  0.199
H8 -1.17298 0.54722 0.72073  0.188
H9 -2.78934 -1.29967 0.00621  0.209
H10 -1.33911 -2.04390 0.71145  0.211
H11 -1.52480 -1.97095 -1.04811  0.216

=====

<b>
Formula: C5H11N
Source: the Open Molecules 2025 dataset
Level of theory: ωB97M-V/def2-TZVPD

Summary:
HOMO	-0.3319	Eh
E_LUMO	0.963	eV
M	85.15	g/mol
orbital gap	9.99	eV

Last column: natural (NBO) charge in e.
Element x y z (Å)
C1 -1.05078 1.25654 0.10111  -0.633
C2 -0.77772 -0.16040 0.00426  -0.046
C3 -2.08801 -0.83930 -0.25979  -0.619
C4 0.36775 -0.81609 0.16233  -0.213
C5 1.74412 -0.30479 0.66824  -0.243
H1 -0.27188 1.74692 0.84814  0.233
H2 -2.37558 1.44516 0.45447  0.208
H3 -1.01432 1.94081 -1.01566  0.234
H4 -2.67230 -0.66200 0.68352  0.216
H5 -2.57460 -0.35417 -1.05730  0.209
H6 -2.14280 -1.97244 -0.44105  0.215
H7 0.43412 -1.81935 -0.22438  0.208
H8 2.35495 -1.18136 1.26135  0.220
H9 1.68289 0.76416 1.35944  0.181
H10 3.54853 0.39220 -0.48665  0.357
H11 2.19038 0.58607 -1.41468  0.361
N1 2.64527 -0.02195 -0.64335  -0.885

=====

<c>
Formula: C5H11N
Source: the Open Molecules 2025 dataset
Level of theory: ωB97M-V/def2-TZVPD

Summary:
HOMO	-0.3470	Eh
E_LUMO	1.055	eV
M	85.15	g/mol
orbital gap	10.50	eV

Last column: natural (NBO) charge in e.
Element x y z (Å)
C1 -2.58131 -0.88161 -1.23089  -0.027
N1 -1.38851 -0.64777 -0.91269  -0.414
C2 -1.30684 -0.03471 0.40803  -0.258
C3 0.08015 0.54973 0.42643  -0.391
C4 1.26675 -0.38090 0.20787  -0.404
C5 2.52550 0.48017 0.26208  -0.598
H1 -3.35175 -1.10505 -0.48423  0.133
H2 -2.86527 -0.66700 -2.24914  0.171
H3 -1.66894 -0.62381 1.26789  0.190
H4 -1.98131 0.83493 0.35195  0.187
H5 0.07260 1.24822 -0.42390  0.202
H6 0.19987 1.12704 1.34315  0.196
H7 1.19300 -0.88375 -0.76636  0.216
H8 1.29611 -1.17332 0.96668  0.192
H9 2.47612 1.26189 -0.50716  0.201
H10 3.44401 -0.09070 0.10784  0.207
H11 2.58981 0.98663 1.23244  0.197

=====

Computed energies relative to the best structure, in hartree: <a> 0.0000; <b> 0.0958; <c> 0.0183

=====

<a>
Formula: C34H38N3O2S
Source: the Open Molecules 2025 dataset
Level of theory: ωB97M-V/def2-TZVPD

Summary:
HOMO	-0.3580	Eh
total charge	+1
E_LUMO	-5.082	eV
M	552.76	g/mol
orbital gap	4.66	eV

Last column: Mulliken charge in e.
Element x y z (Å)
C1 -6.64650 2.45820 3.81618  -0.811
O1 -6.54711 1.01501 3.84248  -0.392
C2 -5.31739 0.44529 3.75934  0.782
C3 -5.23467 -0.96899 3.63947  -0.842
C4 -4.04038 -1.56773 3.30375  -0.378
C5 -2.84210 -0.80065 3.09857  0.441
C6 -1.58507 -1.37784 2.72094  0.424
C7 -0.34786 -0.71767 2.88453  -0.401
C8 0.79000 -1.35560 3.38771  -0.062
C9 2.06771 -0.73402 3.59711  -0.043
C10 3.26273 -1.51137 3.65636  -0.373
C11 4.50474 -0.92170 3.68856  -0.703
C12 4.61882 0.49334 3.72504  0.896
O2 5.86365 1.03395 3.74347  -0.431
C13 5.99205 2.47130 3.78765  -0.824
C14 3.44266 1.27731 3.79196  -0.345
C15 2.20281 0.67074 3.74657  -0.820
C16 -2.93250 0.59184 3.38601  -0.535
C17 -4.13144 1.20946 3.67554  -0.698
H1 -7.71803 2.65859 3.82947  0.241
H2 -6.17500 2.91226 4.69958  0.346
H3 -6.19853 2.88062 2.90516  0.366
H4 -6.14793 -1.53807 3.80205  0.436
H5 -3.99783 -2.65280 3.19864  0.440
H6 -1.58176 -2.39952 2.35141  -0.099
H7 -0.28016 0.35111 2.64037  0.511
H8 0.69765 -2.41004 3.67487  0.545
H9 3.18234 -2.59766 3.60847  0.324
H10 5.42092 -1.50900 3.67273  0.442
H11 7.06974 2.63934 3.78281  0.243
H12 5.52771 2.94471 2.90980  0.355
H13 5.54461 2.88775 4.70246  0.346
H14 3.51766 2.35996 3.86711  0.391
H15 1.31662 1.30503 3.79566  0.436
H16 -2.03767 1.21144 3.35679  0.314
H17 -4.17141 2.28846 3.80785  0.415
C18 -1.77292 -2.02502 -3.55897  -1.243
C19 -2.79133 -2.36440 -2.47669  0.917
C20 -2.89990 -1.24026 -1.44085  -1.647
N1 -4.11123 -2.54499 -3.14680  -0.417
C21 -4.34603 -3.80658 -3.26751  -0.285
S1 -5.79040 -4.38615 -4.03995  -0.092
C22 -6.87780 -3.07933 -3.18518  -0.272
C23 -8.30918 -3.29415 -3.47673  0.055
N2 -9.43342 -3.49750 -3.69841  -0.390
C24 -3.29714 -4.73034 -2.59946  1.216
C25 -3.95003 -5.74478 -1.66383  -1.867
C26 -2.40307 -5.38982 -3.64931  -1.379
N3 -2.54633 -3.68582 -1.87458  0.724
C27 -1.63106 -3.92358 -0.87637  -0.080
C28 -0.39385 -3.35024 -0.78332  -0.424
C29 0.64741 -3.85835 0.10170  0.301
C30 1.96757 -4.09647 -0.36383  -0.517
C31 2.94404 -4.60078 0.48901  -0.574
C32 2.63573 -4.88582 1.82932  -0.517
C33 1.32364 -4.70078 2.28676  -0.788
C34 0.33765 -4.21498 1.43292  -0.053
H18 -2.05234 -1.05151 -3.98132  0.418
H19 -0.74594 -1.96354 -3.18208  0.224
H20 -1.81104 -2.77230 -4.36197  0.277
H21 -3.26472 -0.33326 -1.94378  0.437
H22 -3.62450 -1.52425 -0.66501  0.340
H23 -1.93874 -1.01514 -0.95896  0.316
H24 -6.69864 -3.19524 -2.10690  0.247
H25 -6.53730 -2.09902 -3.54252  0.345
H26 -4.61570 -6.38906 -2.24553  0.498
H27 -3.19694 -6.37456 -1.18058  0.424
H28 -4.55719 -5.22475 -0.91479  0.410
H29 -2.98706 -6.14988 -4.17683  0.467
H30 -2.05708 -4.64729 -4.38085  0.293
H31 -1.52838 -5.87074 -3.18574  0.281
H32 -1.92019 -4.77583 -0.21743  0.275
H33 -0.06335 -2.63232 -1.54146  0.231
H34 2.19431 -3.88922 -1.41466  0.412
H35 3.96079 -4.76330 0.12515  0.385
H36 3.40792 -5.22089 2.52575  0.480
H37 1.05959 -4.91708 3.32342  0.439
H38 -0.68247 -4.05238 1.78640  0.197

=====

<b>
Formula: C34H38N3O2S
Source: the Open Molecules 2025 dataset
Level of theory: ωB97M-V/def2-TZVPD

Summary:
HOMO	-0.3652	Eh
total charge	+1
E_LUMO	-3.966	eV
M	552.76	g/mol
orbital gap	5.97	eV

Last column: Mulliken charge in e.
Element x y z (Å)
C1 -5.64214 -0.34649 -4.93483  -0.833
O1 -6.05217 0.10552 -3.62993  -0.448
C2 -5.31077 -0.24708 -2.54762  0.871
C3 -5.78692 0.19554 -1.28500  -0.856
C4 -5.08149 -0.12071 -0.14476  -0.283
C5 -3.84302 -0.80688 -0.19522  0.133
C6 -3.07407 -1.04160 1.02532  -0.031
C7 -1.74817 -1.28971 1.09737  -1.487
C8 -0.90449 -1.28595 2.38739  0.596
C9 -0.18392 -2.68131 2.40499  0.284
C10 0.24487 -3.19570 3.64073  -0.689
C11 0.94102 -4.36908 3.79473  -0.869
C12 1.21423 -5.20686 2.68416  0.645
O2 1.93334 -6.34783 2.90515  -0.443
C13 2.24976 -7.22527 1.80090  -0.811
C14 0.75551 -4.76674 1.42266  -1.017
C15 0.03344 -3.56933 1.31018  0.026
C16 -0.60371 0.16616 2.91190  1.282
C17 0.12344 0.62788 4.14106  -1.330
N1 1.42784 0.85926 4.30253  0.848
C18 2.49934 0.69429 3.29632  0.929
C19 2.57179 1.90131 2.36919  -1.339
C20 2.37300 -0.59281 2.50898  -1.661
N2 3.75255 0.64136 4.11874  -0.476
C21 3.51452 1.05972 5.31133  -0.062
S1 4.75909 1.09667 6.53762  -0.039
C22 5.75805 -0.23463 5.65428  -0.260
C23 6.92577 -0.63202 6.48650  0.027
N3 7.81511 -0.92419 7.15754  -0.358
C24 2.04875 1.45590 5.54892  0.919
C25 1.49415 0.84879 6.82704  -1.755
C26 1.94671 2.97555 5.58220  -1.270
C27 -1.92883 1.08946 2.92934  0.009
C28 -2.32885 1.94472 1.88800  -0.129
C29 -3.65076 2.44737 1.86220  -0.723
C30 -4.53820 2.17999 2.90300  -0.519
C31 -4.11917 1.37520 3.96065  -0.979
C32 -2.79464 0.89794 3.99779  -0.229
C33 -3.38521 -1.24192 -1.46068  -0.873
C34 -4.10604 -0.98501 -2.62008  -0.441
H1 -6.35468 0.12262 -5.61136  0.244
H2 -4.62318 -0.01974 -5.17062  0.334
H3 -5.71133 -1.43758 -5.01100  0.350
H4 -6.71387 0.76089 -1.26060  0.431
H5 -5.46562 0.20730 0.82166  0.413
H6 -3.65550 -0.94176 1.95826  0.522
H7 -1.21384 -1.48417 0.14526  0.481
H8 -1.63459 -1.41659 3.27228  0.440
H9 0.02093 -2.61715 4.54610  0.285
H10 1.30790 -4.70831 4.77160  0.410
H11 2.78953 -8.05903 2.25477  0.243
H12 1.34190 -7.59819 1.30715  0.336
H13 2.89445 -6.72561 1.06539  0.335
H14 0.97136 -5.39845 0.54559  0.392
H15 -0.32841 -3.35293 0.30518  0.411
H16 -0.00188 0.54656 2.02717  0.536
H17 -0.43434 0.94252 5.03876  0.585
H18 3.26704 1.67631 1.55501  0.420
H19 1.59108 2.11927 1.93347  0.165
H20 2.93592 2.78937 2.89686  0.394
H21 3.31581 -0.75617 1.97672  0.538
H22 2.18534 -1.43712 3.18198  0.356
H23 1.56040 -0.51143 1.78412  0.418
H24 5.09872 -1.09605 5.49610  0.284
H25 6.07937 0.18744 4.69650  0.343
H26 2.14482 1.11307 7.67272  0.505
H27 0.49309 1.24471 7.02889  0.477
H28 1.45599 -0.24507 6.76364  0.362
H29 2.47802 3.36338 6.46542  0.450
H30 2.39958 3.43087 4.69316  0.282
H31 0.89361 3.27734 5.64956  0.308
H32 -1.65626 2.19901 1.05957  0.397
H33 -3.97864 3.08091 1.03089  0.432
H34 -5.57383 2.53188 2.85997  0.402
H35 -4.78942 1.13517 4.78014  0.395
H36 -2.45616 0.33613 4.87085  0.256
H37 -2.45265 -1.79888 -1.52640  0.335
H38 -3.74950 -1.35275 -3.58753  0.370

=====

Computed energies relative to the best structure, in hartree: <a> 0.0000; <b> 0.0099

=====

<a>
Formula: C5H5N
Source: the Open Molecules 2025 dataset
Level of theory: ωB97M-V/def2-TZVPD

Summary:
HOMO	-0.3776	Eh
E_LUMO	-1.844	eV
M	79.10	g/mol
orbital gap	8.43	eV

Last column: natural (NBO) charge in e.
Element x y z (Å)
C1 3.22493 -0.17256 -0.96341  0.098
C2 2.43016 -0.91457 -0.39134  -0.423
C3 -0.04743 -0.60915 -0.16820  0.222
C4 1.16501 -1.36112 -0.50190  0.018
C5 0.20439 0.76821 0.37581  -0.680
N1 -1.12230 -1.30652 -0.35843  -0.534
H1 0.82953 -2.31387 -1.05422  0.244
H2 0.45897 0.58475 1.39892  0.244
H3 -0.74698 1.47612 0.18081  0.222
H4 0.97546 1.32877 0.03592  0.250
H5 -1.92178 -0.83372 -0.12395  0.338

=====

<b>
Formula: C5H5N
Source: the Open Molecules 2025 dataset
Level of theory: ωB97M-V/def2-TZVPD

Summary:
HOMO	-0.2808	Eh
E_LUMO	1.062	eV
M	79.10	g/mol
orbital gap	8.70	eV

Last column: natural (NBO) charge in e.
Element x y z (Å)
C1 -0.39121 -0.84461 0.24703  -0.320
C2 -0.40017 0.37348 1.15311  -0.269
C3 -0.81899 -0.11001 -0.94977  -0.041
N1 0.39173 0.74328 -0.95430  -0.448
C4 0.90227 -0.53418 -0.49079  -0.042
C5 0.45871 1.14772 0.42896  -0.030
H1 -0.74045 -1.83925 0.52592  0.238
H2 -0.80554 0.47313 2.15094  0.231
H3 -1.39315 -0.37058 -1.83488  0.229
H4 1.75339 -1.06614 -0.91751  0.231
H5 1.04341 2.02716 0.64128  0.221

=====

<c>
Formula: C5H5N
Source: the Open Molecules 2025 dataset
Level of theory: ωB97M-V/def2-TZVPD

Summary:
HOMO	-0.3890	Eh
E_LUMO	0.187	eV
M	79.10	g/mol
orbital gap	10.77	eV

Last column: natural (NBO) charge in e.
Element x y z (Å)
C1 2.33934 -0.58865 0.00136  -0.213
C2 1.21010 -0.23052 0.20168  -0.009
C3 -0.17244 0.17346 0.40975  -0.353
C4 -1.18969 -0.54082 -0.47281  -0.583
C5 -0.22923 1.65251 0.01356  0.238
N1 -0.55017 2.59485 0.60771  -0.252
H1 3.33883 -0.90922 -0.17977  0.243
H2 -0.43607 -0.01916 1.48868  0.263
H3 -1.14720 -1.60955 -0.28582  0.220
H4 -2.20230 -0.17644 -0.25843  0.224
H5 -0.96118 -0.34646 -1.52591  0.221

=====

Computed energies relative to the best structure, in hartree: <a> 0.1029; <b> 0.1294; <c> 0.0000

=====

<a>
Formula: C5H5N
Source: the Open Molecules 2025 dataset
Level of theory: ωB97M-V/def2-TZVPD

Summary:
HOMO	-0.3576	Eh
E_LUMO	-0.761	eV
M	79.10	g/mol
orbital gap	8.97	eV

Last column: natural (NBO) charge in e.
Element x y z (Å)
C1 -2.00975 -0.15708 -0.97406  -0.353
C2 -0.91163 -0.88340 -0.88514  -0.009
C3 0.26761 -1.02176 -0.44352  0.057
C4 1.32441 -0.62739 0.25232  -0.351
C5 2.35626 0.17637 -0.33413  0.251
N1 3.18613 0.84947 -0.78142  -0.292
H1 -2.13068 0.57929 -1.76367  0.229
H2 -2.79363 -0.24117 -0.22581  0.226
H3 1.40146 -0.83980 1.31647  0.257
H4 -0.80205 1.20521 0.29295  -0.011
H5 -0.11070 1.13792 0.57348  -0.004

=====

<b>
Formula: C5H5N
Source: the Open Molecules 2025 dataset
Level of theory: ωB97M-V/def2-TZVPD

Summary:
HOMO	-0.3862	Eh
E_LUMO	0.607	eV
M	79.10	g/mol
orbital gap	11.11	eV

Last column: natural (NBO) charge in e.
Element x y z (Å)
C1 -1.19260 -0.46904 -0.47517  -0.613
C2 -0.20184 0.21821 0.49222  -0.132
C3 1.19972 -0.16269 0.19630  -0.037
C4 2.31985 -0.57258 0.01392  -0.204
C5 -0.20903 2.18381 -0.28936  0.343
N1 -0.46462 1.78284 0.81089  -0.540
H1 -1.19356 -1.55061 -0.26656  0.227
H2 -2.20151 -0.09736 -0.29165  0.227
H3 -0.95011 -0.34136 -1.53646  0.229
H4 -0.43256 -0.08233 1.49624  0.254
H5 3.32626 -0.90887 -0.15037  0.246

=====

Computed energies relative to the best structure, in hartree: <a> 0.0147; <b> 0.0000